[1]
Density functional theory data (the ωB97M-V functional and the def2-TZVPD basis) for C34H45BrClN3O2STeY as an isolated structure at a distorted geometry.

```
89
Properties=species:S:1:pos:R:3
Y -1.7890 -0.2942 -0.3607
C -3.3102 -4.2189 5.7088
C -3.7910 -4.8676 4.4097
C -3.2847 -6.3177 4.3659
C -5.3261 -4.8632 4.4108
C -3.2649 -4.1293 3.1737
C -2.3165 -3.1271 3.2563
C -1.8736 -2.5356 2.0874
Br -0.5630 -1.1188 2.2096
C -2.3158 -2.8818 0.8169
O -1.8217 -2.2122 -0.2681
C -3.2690 -3.9068 0.7133
C -3.7093 -4.4872 1.8971
C -3.8154 -4.3539 -0.6571
C -4.7787 -5.5361 -0.5196
C -4.6047 -3.2065 -1.3088
C -2.6676 -4.8092 -1.5769
H -3.7801 -4.7183 6.5576
H -3.5802 -3.1602 5.7550
H -2.2273 -4.3115 5.8330
H -3.6120 -6.8592 5.2584
H -2.1927 -6.3460 4.3289
H -3.6693 -6.8461 3.4896
H -5.6956 -5.3614 5.3109
H -5.7410 -5.3920 3.5505
H -5.7128 -3.8407 4.4033
H -1.9147 -2.7985 4.2056
H -4.4460 -5.2763 1.8273
H -5.6718 -5.2747 0.0541
H -4.2980 -6.3975 -0.0491
H -5.1030 -5.8422 -1.5146
H -5.4375 -2.8993 -0.6728
H -5.0096 -3.5275 -2.2720
H -3.9822 -2.3367 -1.4918
H -2.0614 -5.5710 -1.0800
H -2.0136 -3.9880 -1.8618
H -3.0783 -5.2491 -2.4892
Te -3.6813 1.1872 1.1089
C -3.8230 2.5560 -0.4870
C -4.7832 3.4671 -0.7804
C -4.5501 4.1610 -2.0212
C -3.4304 3.7677 -2.6690
S -2.6272 2.5670 -1.7274
H -5.6465 3.6366 -0.1484
H -5.2095 4.9272 -2.4091
H -3.0153 4.1150 -3.6034
C 3.4485 3.6309 -0.0367
C 4.3443 2.3935 0.0986
C 3.6264 1.3829 1.0133
C 5.6283 2.8260 0.8286
C 4.7085 1.7595 -1.2963
O 5.2208 0.4374 -1.1101
C 5.7726 2.5631 -2.1125
C 5.3720 3.4921 -3.2780
C 4.6559 4.7604 -2.8833
C 5.2991 5.7105 -2.0919
C 4.6427 6.8511 -1.6580
C 3.3209 7.0552 -2.0251
Cl 2.4843 8.4701 -1.4737
C 2.6678 6.1472 -2.8389
C 3.3420 5.0083 -3.2640
C 3.5162 1.5651 -2.2392
N 2.3983 0.7480 -1.7441
C 1.1765 1.1661 -1.4569
N 0.4485 0.1374 -1.0347
C 1.3269 -0.9231 -1.1067
N 2.5086 -0.5896 -1.5447
H 3.3008 4.0736 0.9518
H 2.4560 3.3865 -0.4248
H 3.8892 4.3959 -0.6774
H 3.4930 1.8409 1.9962
H 4.1935 0.4619 1.1402
H 2.6312 1.1133 0.6534
H 5.3990 3.0125 1.8794
H 6.0412 3.7498 0.4205
H 6.4112 2.0603 0.8019
H 6.0120 0.4834 -0.5609
H 6.4169 1.7948 -2.5384
H 6.3940 3.1396 -1.4291
H 4.7897 2.9571 -4.0312
H 6.3090 3.7634 -3.7692
H 6.3352 5.5558 -1.8031
H 5.1496 7.5841 -1.0428
H 1.6462 6.3361 -3.1435
H 2.8324 4.3096 -3.9217
H 3.8839 1.0780 -3.1392
H 3.0966 2.5332 -2.4961
H 0.8410 2.1884 -1.5456
H 1.0639 -1.9327 -0.8307
```

Computed properties:
- LUMO energy (eV) = -2.93
- ΔE to the lowest compared entry with this formula, charge and spin (kcal/mol) = 0.0
- charge = +1
- highest occupied orbital energy (eV) = -10.216



[2]
Density functional theory data (the ωB97M-V functional and the def2-TZVPD basis) for C13H8Cl3GeIO12S3V as an isolated structure.

```
42
Properties=species:S:1:pos:R:3
V 0.7768 0.0092 -0.9934
O -1.8849 -1.2454 -2.5239
S -0.8120 -2.1844 -2.5617
O -0.5188 -2.8971 -3.7584
O 0.5005 -1.5209 -2.0481
C -1.0162 -3.3900 -1.2628
C -1.4892 -4.6248 -1.6691
C -1.6698 -5.6528 -0.7533
C -1.3649 -5.4504 0.5792
C -0.8938 -4.2139 0.9992
C -0.7174 -3.1811 0.0884
S -0.1343 -1.6656 0.8164
O 1.2895 -1.4276 0.4351
O -0.4079 -1.7247 2.2077
O -0.8148 -0.5358 0.0655
H -1.6960 -4.7829 -2.7186
H -2.0402 -6.6109 -1.0915
H -1.4926 -6.2452 1.3009
H -0.6734 -4.0409 2.0423
Cl 2.8659 5.2171 -4.0362
Ge 2.1261 3.7722 -2.6934
Cl 0.3783 4.4432 -1.7306
Cl 3.5980 3.2525 -1.2857
I -2.6257 4.7890 4.8028
C -1.2327 3.7453 3.6625
C -1.5729 3.3245 2.3842
C -0.6457 2.6299 1.6251
C 0.6136 2.3562 2.1489
C 0.9438 2.7780 3.4348
C 0.0230 3.4759 4.1935
C 1.6359 1.5968 1.3975
O 2.7127 1.2586 1.7724
O 1.2284 1.2888 0.1061
H -2.5550 3.5324 1.9835
H -0.9131 2.2982 0.6319
H 1.9244 2.5488 3.8293
H 0.2757 3.8051 5.1916
O 0.9505 0.2673 -4.5481
S 1.2510 0.9811 -3.3753
O 1.7171 2.4055 -3.7973
O 0.0914 1.1915 -2.4097
O 2.2690 0.4271 -2.4417
```

Computed properties:
- ⟨S²⟩ = 0.76
- LUMO energy (spin up / spin down) (eV) = -2.81 / -2.10
- ΔE to the lowest compared entry with this formula, charge and spin (kcal/mol) = 11.1
- charge = 0
- multiplicity = 2
- highest occupied orbital energy (spin up / spin down) (eV) = -9.436 / -9.438



[3]
Density functional theory data (the ωB97M-V functional and the def2-TZVPD basis) for one molecule with the formula C9H9N3 at a distorted geometry.

```
21
Properties=species:S:1:pos:R:3
C 3.3840 0.5399 -0.0140
C 2.0828 0.0385 -0.0726
C 0.9533 0.7458 -0.0175
C -0.2211 0.0897 0.1366
C -1.4788 0.6888 0.0545
N -1.5470 2.1695 -0.0231
C -2.5604 -0.0035 -0.2256
C -2.6128 -1.4370 -0.1241
C -1.3495 -2.0368 0.2321
C -0.1559 -1.3240 0.3499
N 0.9918 -1.9965 0.0070
N 2.1352 -1.3012 -0.2032
H 3.6380 1.5643 -0.5265
H 3.7631 0.3192 0.9500
H 3.9613 -0.4102 -0.6033
H 0.7914 1.8587 -0.1248
H -2.4622 2.5015 0.3913
H -0.9412 2.3699 0.9604
H -3.4950 0.6908 -0.7622
H -3.5451 -1.9895 -0.4555
H -1.3319 -3.0780 0.0707
```

Computed properties:
- LUMO energy (eV) = -0.27
- ΔE to the lowest compared entry with this formula, charge and spin (kcal/mol) = 112.5
- charge = 0
- highest occupied orbital energy (eV) = -8.379



[4]
Density functional theory data (the ωB97M-V functional and the def2-TZVPD basis) for C51H32I4MnN6O2 as an isolated structure at a distorted geometry.

```
96
Properties=species:S:1:pos:R:3
Mn -0.4377 -0.5282 0.2118
I 8.1318 0.4451 4.8436
C 6.2839 0.2217 3.8348
C 6.2217 0.4613 2.4736
C 5.0112 0.3164 1.8193
C 3.8712 -0.0510 2.5245
C 3.9574 -0.2826 3.8939
C 5.1645 -0.1567 4.5549
C 2.5638 -0.2020 1.8502
C 2.3417 -1.3787 1.1214
C 3.2856 -2.4324 1.0037
C 2.6535 -3.4548 0.3543
C 1.3411 -3.0028 0.0624
C 0.3795 -3.7777 -0.5990
C 0.6122 -5.2371 -0.7033
C 0.0353 -6.0413 0.2763
C 0.1979 -7.4126 0.2494
C 0.9375 -7.9860 -0.7682
I 1.1417 -10.0921 -0.8436
C 1.5239 -7.2054 -1.7461
C 1.3633 -5.8308 -1.7084
C -0.8169 -3.2664 -1.0776
N -1.3422 -2.0326 -0.7767
C -2.5204 -1.9485 -1.4857
C -3.4849 -0.9700 -1.2809
C -4.7029 -0.8976 -2.0985
C -5.5593 -1.9789 -2.2903
C -6.7315 -1.8378 -3.0103
C -7.0635 -0.6027 -3.5348
I -8.8787 -0.3618 -4.5960
C -6.2213 0.4852 -3.3779
C -5.0497 0.3318 -2.6646
C -3.3732 -0.0002 -0.2570
C -4.4520 0.7935 0.1979
C -3.9508 1.6501 1.1425
C -2.5629 1.3900 1.2376
N -2.2286 0.3222 0.4310
C -1.6409 2.1953 1.9415
C -0.2908 1.8822 2.0729
C 0.6826 2.7024 2.7332
C 1.8432 2.0025 2.7539
C 1.6030 0.7736 2.0621
N 0.2964 0.7211 1.6312
C -2.1425 3.4309 2.5549
C -1.8893 3.7060 3.8979
C -2.3747 4.8517 4.4959
C -3.1439 5.7289 3.7524
I -3.9071 7.4803 4.6673
C -3.4032 5.4851 2.4144
C -2.8943 4.3471 1.8192
C -2.6729 -3.1018 -2.3222
C -1.6516 -3.9432 -2.0209
N 1.1614 -1.7136 0.5018
H 7.1016 0.7689 1.9278
H 4.9497 0.4904 0.7550
H 3.0738 -0.5810 4.4377
H 5.2287 -0.3383 5.6179
H 4.2962 -2.4108 1.3604
H 3.0562 -4.4095 0.0796
H -0.5368 -5.5846 1.0705
H -0.2628 -8.0282 1.0049
H 2.0880 -7.6636 -2.5430
H 1.8262 -5.2185 -2.4678
H -5.3313 -2.9305 -1.8385
H -7.3916 -2.6806 -3.1447
H -6.4804 1.4471 -3.7955
H -4.3893 1.1772 -2.5338
H -5.4636 0.7252 -0.1463
H -4.4972 2.3771 1.7093
H 0.5209 3.6930 3.1118
H 2.7781 2.2953 3.1914
H -1.3249 2.9957 4.4826
H -2.1584 5.0443 5.5356
H -4.0042 6.1728 1.8388
H -3.0831 4.1694 0.7700
H -3.4577 -3.2557 -3.0373
H -1.4440 -4.9200 -2.4155
O 6.1407 3.0701 -2.9001
C 5.1912 3.4698 -3.8289
N 3.8451 3.4981 -3.2744
C 3.3276 2.3420 -2.7849
O 3.9410 1.2889 -2.8727
C 1.9621 2.4042 -2.2033
C 1.2292 3.5819 -2.0018
C -0.0752 3.4656 -1.5582
C -0.5990 2.2115 -1.3059
N 0.1171 1.0731 -1.4122
C 1.3601 1.1889 -1.8713
H 5.9510 2.1449 -2.6779
H 5.1729 2.7826 -4.6894
H 5.4453 4.4811 -4.1517
H 3.4398 4.3831 -3.0225
H 1.6457 4.5615 -2.1860
H -0.6942 4.3398 -1.4191
H -1.6342 2.1083 -1.0165
H 1.9221 0.2720 -2.0137
```

Computed properties:
- ⟨S²⟩ = 8.86
- LUMO energy (spin up / spin down) (eV) = -0.99 / -1.43
- charge = 0
- multiplicity = 6
- highest occupied orbital energy (spin up / spin down) (eV) = -5.305 / -6.923



Q: Which E values were calculated for the entries above? A: -5375.95521 -7297.08579 -512.47547 -4783.55163, in Ha.